Here is 2 unconnected molecules or ions with the total composition C36H32ClN2O from the Open Molecules 2025 dataset. Energies are from ωB97M-V with the def2-TZVPD basis set.

Calculated values
HOMO energy: -9.42 eV
Lowest unoccupied orbital energy: -4.41 eV
Kohn-Sham gap: 5.0 eV
Total charge: +1

Each line ends with the Löwdin charge.
Element x y z (Å)
C: -2.232 -3.447 4.745  -0.07
C: -2.050 -4.178 3.563  -0.06
C: -0.951 -3.917 2.742  -0.04
C: -0.039 -2.918 3.100  -0.22
C: 1.158 -2.661 2.218  -0.09
N: 1.664 -1.273 2.337  -0.08
C: 3.072 -1.083 2.755  -0.08
C: 3.899 -0.425 1.681  -0.25
C: 4.840 0.548 2.031  -0.05
C: 5.510 1.252 1.029  -0.06
C: 5.257 0.962 -0.316  -0.07
C: 4.353 -0.049 -0.664  -0.06
C: 3.686 -0.755 0.339  -0.04
C: 0.919 -0.247 1.932  -0.01
C: 1.335 1.092 1.966  -0.04
C: 0.629 2.123 1.378  0.04
C: 1.075 3.487 1.393  -0.21
C: 0.493 4.446 0.519  -0.02
C: 0.947 5.759 0.492  -0.06
C: 1.989 6.161 1.345  -0.04
C: 2.569 5.237 2.224  -0.05
C: 2.123 3.918 2.253  0.00
C: -0.213 -2.195 4.284  -0.03
C: -1.314 -2.454 5.107  -0.06
H: -3.087 -3.655 5.388  0.11
H: -2.759 -4.956 3.279  0.11
H: -0.780 -4.471 1.815  0.12
H: 1.991 -3.329 2.482  0.14
H: 0.898 -2.847 1.160  0.14
H: 3.100 -0.494 3.688  0.14
H: 3.465 -2.083 2.987  0.14
H: 5.008 0.763 3.092  0.12
H: 6.230 2.023 1.309  0.11
H: 5.774 1.517 -1.099  0.11
H: 4.159 -0.298 -1.708  0.11
H: 2.961 -1.534 0.083  0.12
H: -0.085 -0.484 1.559  0.17
H: 2.300 1.308 2.428  0.10
H: -0.273 1.882 0.809  0.13
H: -0.312 4.114 -0.142  0.12
H: 0.491 6.476 -0.193  0.11
H: 2.345 7.191 1.324  0.12
H: 3.376 5.540 2.894  0.12
H: 2.576 3.207 2.948  0.11
H: 0.510 -1.420 4.554  0.11
H: -1.439 -1.875 6.023  0.08
Cl: -0.914 8.165 4.981  0.73
C: -1.800 6.696 4.913  -0.65
C: -3.056 6.647 4.311  -0.08
C: -3.739 5.425 4.346  -0.05
C: -3.184 4.312 4.936  -0.03
N: -1.928 4.362 5.505  -0.03
C: -1.396 3.225 6.073  -0.04
C: -0.110 3.179 6.659  -0.37
C: 0.310 1.947 7.424  -0.15
C: 1.447 2.057 8.237  -0.02
C: 1.881 0.976 9.002  -0.07
C: 1.186 -0.242 8.950  -0.08
C: 0.062 -0.369 8.122  -0.09
C: -0.363 0.718 7.351  -0.05
O: 0.726 4.116 6.588  -0.04
C: -1.248 5.568 5.488  -0.02
H: -3.469 7.534 3.852  0.11
H: -4.729 5.333 3.911  0.12
H: -3.672 3.342 5.000  0.13
H: -2.080 2.386 6.150  0.10
H: 1.987 3.004 8.269  0.12
H: 2.759 1.098 9.636  0.11
H: 1.524 -1.086 9.551  0.10
H: -0.487 -1.312 8.079  0.09
H: -1.222 0.622 6.687  0.09
H: -0.272 5.575 5.943  0.10


Here is a molecular structure, C36H32F5MnN5O4S from the Open Molecules 2025 dataset. Energies are from ωB97M-V with the def2-TZVPD basis set.

Calculated values
HOMO energy (spin up / spin down): -6.36 / -6.31 eV
2S+1: 2
Lowest unoccupied orbital energy (spin up / spin down): -1.22 / -1.22 eV
Kohn-Sham gap (spin up / spin down): 5.1 / 5.1 eV
⟨S²⟩: 0.77

Each line ends with the Löwdin spin population.
Element x y z (Å)
Mn: -0.462 -0.962 0.420  1.06
C: 1.473 3.065 0.834  0.00
C: 1.106 1.788 1.225  0.00
N: -0.103 1.261 1.024  0.00
C: -1.065 2.112 0.558  0.00
C: -0.762 3.400 0.053  0.00
C: 0.552 3.863 0.170  0.00
C: -1.822 4.188 -0.483  0.00
C: -3.115 3.791 -0.389  0.00
C: -3.463 2.588 0.288  0.00
C: -4.775 2.232 0.615  0.00
C: -4.990 1.111 1.398  0.00
C: -3.900 0.325 1.764  0.00
N: -2.659 0.582 1.404  0.00
C: -2.420 1.732 0.729  0.00
H: 2.460 3.437 1.059  0.00
H: 1.812 1.176 1.769  0.00
H: 0.825 4.840 -0.194  0.00
H: -1.568 5.135 -0.934  0.00
H: -3.908 4.407 -0.788  0.00
H: -5.601 2.844 0.285  0.00
H: -5.983 0.844 1.726  0.00
H: -4.044 -0.573 2.353  0.00
F: 0.134 -3.248 0.570  0.01
C: -0.131 -2.754 -0.735  -0.02
F: -1.195 -3.530 -1.150  0.00
C: 1.043 -3.250 -1.602  0.00
F: 2.234 -3.128 -0.999  0.00
F: 0.929 -4.528 -1.970  0.00
F: 1.128 -2.532 -2.741  0.00
C: 5.666 4.880 -0.346  0.00
C: 6.809 3.896 -0.425  0.00
S: 6.239 2.359 -1.231  0.00
O: 7.376 1.602 -1.667  0.00
O: 5.239 2.674 -2.221  0.00
C: 5.376 1.440 0.085  0.00
C: 4.921 0.125 -0.534  0.00
N: 3.731 -0.381 0.097  0.00
C: 2.482 -0.324 -0.415  0.00
N: 1.610 -0.879 0.413  0.01
C: 2.292 -1.297 1.507  0.00
C: 3.625 -0.977 1.343  0.00
N: 4.645 -1.112 2.278  0.00
O: 5.793 -0.768 1.967  0.00
O: 4.314 -1.536 3.390  0.00
C: 2.099 0.285 -1.710  0.00
H: 6.007 5.843 0.026  0.00
H: 4.885 4.512 0.314  0.00
H: 5.245 5.012 -1.339  0.00
H: 7.185 3.593 0.549  0.00
H: 7.630 4.267 -1.032  0.00
H: 4.528 2.059 0.370  0.00
H: 6.051 1.274 0.920  0.00
H: 5.723 -0.612 -0.450  0.00
H: 4.700 0.304 -1.588  0.00
H: 1.821 -1.798 2.333  0.00
H: 2.480 1.301 -1.803  0.00
H: 1.003 0.300 -1.762  0.00
H: 2.477 -0.304 -2.545  0.00
C: -4.457 -5.903 1.967  0.00
C: -3.681 -5.304 2.949  0.00
C: -3.032 -4.117 2.683  0.00
C: -3.156 -3.498 1.429  0.00
C: -3.922 -4.127 0.439  0.00
C: -4.568 -5.316 0.714  0.00
C: -2.464 -2.250 1.211  0.01
C: -2.387 -1.404 0.157  -0.03
C: -3.189 -1.078 -0.987  0.00
C: -4.584 -1.219 -1.055  0.00
C: -5.270 -0.802 -2.179  0.00
C: -4.597 -0.240 -3.253  0.00
C: -3.220 -0.071 -3.192  0.00
C: -2.530 -0.462 -2.068  -0.01
H: -4.958 -6.836 2.173  0.00
H: -3.581 -5.772 3.917  0.00
H: -2.415 -3.660 3.445  0.00
H: -3.972 -3.690 -0.546  0.00
H: -5.157 -5.799 -0.054  0.00
H: -1.796 -1.967 2.058  0.00
H: -5.120 -1.654 -0.227  0.00
H: -6.342 -0.916 -2.225  0.00
H: -5.142 0.069 -4.132  0.00
H: -2.697 0.364 -4.029  0.00
H: -1.441 -0.301 -1.977  0.00


Here is a molecular structure, C36H32IP2Yb from the Open Molecules 2025 dataset. Energies are from ωB97M-V with the def2-TZVPD basis set.

Calculated values
HOMO energy (spin up / spin down): -14.12 / -14.12 eV
2S+1: 2
Lowest unoccupied orbital energy (spin up / spin down): -6.91 / -8.43 eV
Kohn-Sham gap (spin up / spin down): 7.2 / 5.7 eV
⟨S²⟩: 0.75
Energy relative to the best compared isomer or geometry (same formula, charge and spin): 0.0 kcal per mole
Total charge: +2

Each line ends with the Löwdin spin population.
Element x y z (Å)
C: 1.176 -2.848 -2.727  0.00
C: 0.047 -3.097 -1.920  0.00
C: -1.057 -3.774 -2.485  0.00
C: -0.978 -4.264 -3.793  0.00
C: 0.162 -4.058 -4.570  0.00
C: 1.229 -3.327 -4.038  0.00
P: 0.029 -2.444 -0.199  0.00
C: -1.432 -3.211 0.573  0.00
C: -2.544 -2.398 0.852  0.00
C: -3.661 -2.935 1.485  0.00
C: -3.703 -4.300 1.807  0.00
C: -2.598 -5.117 1.522  0.00
C: -1.459 -4.573 0.923  0.00
Yb: -0.237 -0.033 1.459  0.99
P: -0.017 2.476 -0.042  0.00
C: -1.111 3.119 -1.347  0.00
C: -0.631 3.846 -2.458  0.00
C: -1.528 4.340 -3.415  0.00
C: -2.894 4.072 -3.317  0.00
C: -3.364 3.275 -2.263  0.00
C: -2.481 2.789 -1.296  0.00
C: -0.589 3.245 1.527  0.00
C: 0.178 2.998 2.679  0.00
C: -0.262 3.452 3.927  0.00
C: -1.450 4.179 4.030  0.00
C: -2.223 4.419 2.896  0.00
C: -1.805 3.958 1.640  0.00
C: 1.603 3.259 -0.317  0.00
C: 2.746 2.442 -0.398  0.00
C: 3.991 3.010 -0.647  0.00
C: 4.124 4.395 -0.816  0.00
C: 2.991 5.216 -0.704  0.00
C: 1.735 4.652 -0.443  0.00
C: 1.461 -3.239 0.604  0.00
C: 2.180 -4.295 0.016  0.00
C: 3.305 -4.831 0.658  0.00
C: 3.723 -4.312 1.890  0.00
C: 3.015 -3.249 2.472  0.00
C: 1.884 -2.727 1.847  0.00
H: 1.126 2.450 2.615  0.00
H: 0.328 3.225 4.809  0.00
H: -1.765 4.575 5.002  0.00
H: -3.158 4.989 2.966  0.00
H: -2.404 4.172 0.755  0.00
H: 0.434 4.048 -2.571  0.00
H: -1.144 4.951 -4.239  0.00
H: -3.594 4.486 -4.055  0.00
H: -4.424 3.046 -2.192  0.00
H: -2.861 2.171 -0.483  0.00
H: 2.648 1.365 -0.264  0.00
H: 4.877 2.374 -0.709  0.00
H: 5.105 4.840 -1.028  0.00
H: 3.083 6.301 -0.816  0.00
H: 0.858 5.301 -0.336  0.00
H: 1.864 -4.711 -0.944  0.00
H: 3.849 -5.659 0.197  0.00
H: 4.592 -4.741 2.401  0.00
H: 3.342 -2.834 3.428  0.00
H: 1.310 -1.938 2.367  0.00
H: -2.541 -1.331 0.578  0.00
H: -4.505 -2.288 1.731  0.00
H: -4.595 -4.728 2.275  0.00
H: -2.628 -6.186 1.766  0.00
H: -0.586 -5.208 0.718  0.00
H: -1.956 -3.942 -1.887  0.00
H: -1.822 -4.827 -4.196  0.00
H: 0.222 -4.467 -5.581  0.00
H: 2.110 -3.140 -4.643  0.00
H: 2.012 -2.278 -2.317  0.00
H: 0.052 0.114 -2.011  0.00
H: 0.818 0.032 -1.905  0.00
I: -1.147 -0.343 4.013  0.01


- Number 1 is which compound?
  C36H32ClN2O


- What is the formula in the first record?
  C36H32ClN2O